{
  "formula": "CH3Cl2OPS",
  "method": "ωB97M-V with the def2-TZVPD basis set",
  "elements": ["Cl", "C", "S", "P", "Cl", "H", "O", "H", "H"],
  "positions_angstrom": [[-0.371, 1.949, -1.704], [0.490, 0.405, -1.416], [0.795, -0.820, -2.709], [-0.393, -1.224, -0.966], [-2.289, -0.787, -1.392], [1.475, 0.568, -0.932], [-0.048, 0.133, 3.283], [-0.494, -0.101, 2.422], [0.835, -0.122, 3.414]],
  "mulliken_charge": [-0.13, -0.18, -0.13, 0.24, -0.16, 0.35, -0.64, 0.33, 0.31],
  "total_charge": 0,
  "de_lowest_kcal_mol": 59.47,
  "smiles": "Cl[C@@H]1SP1Cl.O"
}

{
  "formula": "C48H55AgAsN6OSTe",
  "method": "ωB97M-V with the def2-TZVPD basis set",
  "elements": ["Ag", "N", "C", "C", "N", "C", "C", "N", "H", "H", "H", "H", "H", "H", "H", "H", "H", "H", "H", "H", "H", "S", "C", "N", "C", "C", "N", "H", "H", "H", "H", "H", "H", "C", "C", "C", "C", "C", "C", "Te", "N", "C", "O", "C", "C", "C", "C", "C", "C", "C", "C", "C", "C", "C", "C", "C", "C", "C", "C", "H", "H", "H", "H", "H", "H", "H", "H", "H", "H", "H", "H", "H", "H", "H", "H", "H", "H", "H", "H", "H", "H", "H", "C", "C", "C", "C", "C", "C", "As", "C", "C", "C", "C", "C", "C", "C", "C", "C", "C", "C", "C", "H", "H", "H", "H", "H", "H", "H", "H", "H", "H", "H", "H", "H"],
  "positions_angstrom": [[-0.443, 1.213, -0.445], [-2.180, -0.320, 0.418], [-3.440, 0.327, 0.747], [-3.175, 1.606, 1.553], [-2.237, 2.510, 0.907], [-2.825, 3.613, 0.170], [-3.095, 3.234, -1.292], [-1.856, 2.807, -1.929], [-2.351, -1.242, 0.024], [-1.640, -0.444, 1.274], [-4.101, -0.317, 1.352], [-3.955, 0.558, -0.190], [-2.748, 1.313, 2.514], [-4.137, 2.105, 1.743], [-1.582, 2.863, 1.595], [-2.121, 4.448, 0.179], [-3.771, 3.944, 0.626], [-3.553, 4.098, -1.797], [-3.794, 2.398, -1.334], [-1.287, 3.618, -2.151], [-2.056, 2.337, -2.805], [1.389, 1.473, -2.307], [2.520, 0.753, -1.326], [3.623, 1.360, -0.865], [4.405, 0.458, -0.035], [3.830, -0.913, -0.413], [2.539, -0.556, -0.979], [3.604, 2.347, -0.661], [4.228, 0.699, 1.021], [5.467, 0.561, -0.272], [3.704, -1.568, 0.449], [4.452, -1.413, -1.163], [2.015, -1.217, -1.532], [2.921, -6.150, 5.218], [2.561, -4.885, 4.493], [3.497, -3.899, 4.231], [3.147, -2.719, 3.579], [4.224, -1.704, 3.317], [1.833, -2.503, 3.175], [1.142, -0.576, 2.044], [0.897, 1.493, 1.420], [1.974, 2.200, 1.584], [3.017, 1.782, 2.154], [1.998, 3.602, 1.036], [3.055, 4.442, 1.372], [3.155, 5.702, 0.815], [2.204, 6.138, -0.093], [1.132, 5.319, -0.413], [1.027, 4.061, 0.151], [0.124, -0.045, 3.855], [-1.248, -0.227, 3.940], [-1.962, 0.132, 5.070], [-1.291, 0.677, 6.148], [0.076, 0.855, 6.078], [0.800, 0.507, 4.943], [2.279, 0.693, 4.945], [0.891, -3.505, 3.412], [-0.541, -3.356, 2.991], [1.258, -4.670, 4.070], [3.998, -6.241, 5.339], [2.556, -7.023, 4.677], [2.456, -6.159, 6.205], [4.526, -4.046, 4.539], [4.789, -1.497, 4.226], [3.785, -0.775, 2.954], [4.927, -2.083, 2.572], [3.797, 4.089, 2.073], [3.984, 6.343, 1.081], [2.298, 7.112, -0.548], [0.383, 5.656, -1.117], [0.195, 3.406, -0.110], [-1.783, -0.689, 3.121], [-3.032, -0.028, 5.111], [-1.826, 0.953, 7.045], [0.599, 1.265, 6.931], [2.587, 1.351, 5.754], [2.617, 1.120, 4.002], [2.760, -0.274, 5.081], [-0.607, -2.787, 2.063], [-1.093, -2.821, 3.764], [-1.009, -4.330, 2.850], [0.508, -5.432, 4.255], [-3.701, -4.769, -5.498], [-2.703, -4.913, -4.549], [-2.285, -3.819, -3.817], [-2.839, -2.563, -4.037], [-3.839, -2.428, -4.990], [-4.267, -3.526, -5.716], [-2.173, -1.064, -2.933], [-2.758, 0.392, -4.074], [-4.004, 0.996, -4.074], [-4.253, 2.075, -4.908], [-3.241, 2.570, -5.714], [-1.991, 1.975, -5.721], [-1.736, 0.874, -4.909], [-0.478, 0.139, -4.814], [0.674, 0.384, -5.550], [1.790, -0.414, -5.376], [1.774, -1.459, -4.468], [0.635, -1.703, -3.720], [-0.487, -0.915, -3.889], [-4.041, -5.625, -6.063], [-2.254, -5.882, -4.381], [-1.516, -3.935, -3.059], [-4.288, -1.460, -5.169], [-5.046, -3.411, -6.458], [-4.783, 0.629, -3.413], [-5.228, 2.541, -4.922], [-3.427, 3.431, -6.341], [-1.215, 2.375, -6.355], [0.706, 1.198, -6.258], [2.681, -0.218, -5.952], [2.654, -2.077, -4.343], [0.621, -2.521, -3.005]],
  "mulliken_charge": [2.46, -0.50, -0.71, -0.63, 0.24, -1.23, -0.42, -0.26, 0.20, -0.29, 0.54, 0.23, 0.12, 0.32, 0.13, 0.35, 0.44, 0.47, 0.11, 0.20, -0.19, -0.39, -0.50, 0.03, -0.06, -0.55, 0.39, 0.26, -0.10, 0.44, 0.14, 0.42, -0.10, -1.62, 0.82, -0.91, 1.53, -1.50, -0.80, -0.39, 0.35, 0.64, -0.95, -0.50, -0.42, -0.66, -0.52, -1.08, 1.52, 0.54, -0.77, -1.01, -0.88, -0.77, 0.87, -1.11, 1.31, -1.59, -0.77, 0.34, 0.37, 0.32, 0.36, 0.51, -0.14, 0.49, 0.44, 0.40, 0.42, 0.38, -0.42, 0.90, 0.48, 0.40, 0.44, 0.51, -0.03, 0.13, -0.03, 0.26, 0.55, 0.44, -0.44, -0.80, -0.36, 0.46, -0.04, -0.74, -0.04, -0.15, -0.11, -0.88, -0.78, -0.61, 1.07, -0.07, -0.29, -0.94, -0.33, -1.15, 0.60, 0.37, 0.38, 0.32, 0.30, 0.39, 0.48, 0.43, 0.42, 0.42, 0.39, 0.38, 0.43, 0.49],
  "s_squared": 0.766,
  "total_charge": 0,
  "multiplicity": 2,
  "de_lowest_kcal_mol": 29.10
}

{
  "formula": "C15H19NO4S",
  "method": "ωB97M-V with the def2-TZVPD basis set",
  "elements": ["C", "H", "O", "C", "C", "C", "C", "C", "C", "H", "H", "C", "C", "C", "O", "N", "H", "C", "C", "O", "O", "H", "H", "C", "C", "H", "H", "S", "C", "H", "H", "H", "H", "H", "H", "H", "H", "H", "H", "H"],
  "positions_angstrom": [[-4.717, 5.231, 3.183], [-5.035, 6.050, 3.995], [-3.754, 4.606, 3.669], [-3.039, 3.586, 2.940], [-1.849, 2.932, 3.587], [-1.304, 1.718, 2.876], [-1.651, 1.304, 1.613], [-2.674, 2.324, 0.822], [-3.329, 3.286, 1.497], [-4.158, 3.827, 1.132], [-3.116, 1.975, -0.295], [-1.020, 0.460, 0.554], [-0.045, -0.357, 1.286], [0.311, -1.568, 0.342], [0.816, -2.514, 0.823], [0.554, -1.429, -0.905], [0.396, -0.391, -1.153], [1.109, -2.351, -1.797], [0.275, -2.129, -3.247], [0.375, -3.228, -4.014], [-0.221, -1.057, -3.462], [-0.763, -1.317, -4.352], [0.849, -3.302, -1.456], [2.531, -2.225, -2.073], [3.257, -3.040, -3.001], [2.772, -3.328, -3.739], [3.268, -4.127, -2.043], [4.925, -2.900, -3.158], [5.690, -3.421, -1.339], [5.262, -2.584, -0.593], [5.313, -4.244, -1.174], [6.840, -3.137, -1.477], [2.992, -1.903, -1.093], [2.870, -1.129, -2.581], [0.115, -0.540, 2.267], [-1.538, 0.403, -0.437], [-0.530, 1.392, 3.246], [-1.883, 2.814, 4.616], [-5.531, 4.623, 2.802], [-4.364, 5.692, 2.138]],
  "mulliken_charge": [-0.69, 0.19, -0.31, 0.66, -0.83, -0.49, 0.59, -0.84, -0.28, 0.40, 0.09, -0.02, -0.89, 0.64, -0.64, -0.21, 0.27, -0.02, 0.27, -0.65, -0.32, 0.46, 0.48, -0.70, -0.51, 0.59, 0.05, -0.07, -0.89, 0.21, 0.43, 0.30, 0.19, 0.20, 0.44, 0.36, 0.62, 0.36, 0.33, 0.25],
  "total_charge": 0,
  "de_lowest_kcal_mol": 331.20
}

{
  "formula": "C2H4N3P",
  "method": "ωB97M-V with the def2-TZVPD basis set",
  "elements": ["C", "C", "N", "N", "N", "P", "H", "H", "H", "H"],
  "positions_angstrom": [[1.394, -0.858, -0.004], [-0.107, -0.741, -0.034], [2.221, 0.077, 0.365], [2.972, 0.778, 0.767], [-0.731, 0.234, 0.456], [-2.305, 0.652, 0.313], [1.843, -1.540, -0.768], [-0.740, -1.466, -0.617], [-2.560, 0.957, -1.042], [-1.989, 1.907, 0.564]],
  "mulliken_charge": [-0.34, 0.16, 0.54, -0.50, -0.39, -0.13, 0.23, 0.34, 0.04, 0.05],
  "total_charge": 0,
  "de_lowest_kcal_mol": 58.83
}

{
  "formula": "C3H10Cl2N2Si",
  "method": "ωB97M-V with the def2-TZVPD basis set",
  "elements": ["C", "C", "C", "N", "N", "Si", "Cl", "Cl", "H", "H", "H", "H", "H", "H", "H", "H", "H", "H"],
  "positions_angstrom": [[-1.649, 1.672, -2.301], [1.594, -2.108, 1.511], [-2.099, 0.420, -1.636], [2.441, 0.110, 0.989], [1.310, -0.685, 1.436], [-0.313, -0.212, 1.101], [-0.233, 1.800, 1.457], [-1.735, -1.229, 2.210], [-2.339, 2.388, -2.621], [-0.970, 2.423, -1.629], [-1.073, 1.384, -3.210], [1.984, -2.588, 0.554], [2.569, -2.161, 2.191], [0.651, -2.688, 1.872], [-1.876, -0.511, -2.083], [-3.038, 0.745, -1.175], [2.355, 0.999, 1.324], [2.421, 0.241, 0.010]],
  "mulliken_charge": [-0.65, -0.75, -0.77, -0.71, 0.44, 0.29, -0.27, -0.25, 0.37, 0.14, 0.23, 0.25, 0.27, 0.23, 0.42, 0.26, 0.24, 0.26],
  "total_charge": 0,
  "de_lowest_kcal_mol": 73.23
}

{
  "formula": "CH2P2S3",
  "method": "ωB97M-V with the def2-TZVPD basis set",
  "elements": ["C", "P", "P", "S", "S", "S", "H", "H"],
  "positions_angstrom": [[0.708, 0.026, -0.832], [-1.043, -0.974, -0.557], [1.653, -0.488, 0.741], [0.170, -1.850, 1.037], [-2.152, 0.478, 0.613], [-0.992, 1.839, 1.393], [1.252, -0.011, -1.748], [0.403, 0.979, -0.647]],
  "mulliken_charge": [-0.76, 0.18, 0.14, -0.13, 0.01, -0.18, 0.44, 0.30],
  "total_charge": 0,
  "de_lowest_kcal_mol": 51.94
}

no.,E_tot (Ha)
1,-1775.06849
2,-5314.77989
3,-1336.37691
4,-584.11488
5,-1439.62345
6,-1916.53039